12
Properties=species:S:1:pos:R:3:forces:R:3:lowdin_charge:R:1 method="wB97M-V/def2-TZVPD" e_homo_ev=-9.7 smiles=C1O[C@H]2C[C@H]2O1 orbital_gap_ev=10.807
C 1.10482 -0.23445 -1.12716 0.2 0.0 -0.5 -0.2146
O -0.28317 -0.37549 -1.28589 -0.1 -0.1 -0.2 -0.0517
C -0.83901 0.36961 -0.22921 -0.3 0.0 0.0 -0.2407
C -0.96523 -0.39296 1.04639 -0.2 -0.2 0.1 -0.0348
C 0.26124 0.43533 0.81346 -0.1 -0.1 0.3 -0.2249
O 1.35491 -0.26375 0.25307 0.0 0.0 0.2 -0.0467
H 1.43152 0.73718 -1.52825 0.0 -0.1 -0.1 0.1371
H 1.58642 -1.07039 -1.63851 0.1 0.1 0.2 0.1399
H -1.63531 1.03182 -0.56270 0.5 0.4 0.3 0.1505
H -1.66098 0.05006 1.75258 0.0 -0.3 0.0 0.1121
H -0.90951 -1.47134 0.96917 0.1 0.0 0.2 0.1229
H 0.55195 1.19717 1.53809 -0.2 0.1 -0.6 0.1508

45
Properties=species:S:1:pos:R:3:forces:R:3:lowdin_charge:R:1 method="wB97M-V/def2-TZVPD" e_homo_ev=-9.6 smiles="NC(=O)c1ccc(-n2nnnc2SCC(=O)NC2CCCCC2)cc1" orbital_gap_ev=9.546
N -6.14776 2.88015 1.81556 -0.2 0.3 0.0 0.1676
C -5.67069 1.66321 1.45094 0.0 0.2 0.0 -0.5121
O -6.39850 0.76569 1.08926 -0.1 -0.3 0.0 0.0726
C -4.18350 1.51789 1.52190 0.2 -0.1 -0.1 -0.1351
C -3.66274 0.25902 1.80998 -0.1 0.2 0.0 0.0148
C -2.29927 0.06193 1.88580 0.1 0.2 -0.1 0.0098
C -1.44859 1.13301 1.64497 -0.9 0.1 0.1 -0.2177
N -0.06384 0.93050 1.73118 1.6 0.3 -0.5 -0.0378
N 0.49243 0.18308 2.69001 -1.1 -0.4 0.7 0.0713
N 1.74762 0.21694 2.53529 0.5 -0.5 0.8 -0.0260
N 2.08981 0.94419 1.48545 0.1 0.7 -1.0 0.0322
C 0.96920 1.39319 0.96825 -0.4 -0.1 0.2 -0.6327
S 0.86067 2.35255 -0.48058 0.0 0.1 -0.2 0.9745
C -0.34982 1.33784 -1.40629 0.0 0.1 0.3 -0.3331
C -0.11917 -0.15612 -1.17484 -0.1 0.5 -0.2 -0.5614
O -1.00835 -0.86292 -0.74904 -0.3 -0.2 0.1 0.0742
N 1.11298 -0.57657 -1.48466 0.5 -0.1 -0.2 0.1015
C 1.53162 -1.96171 -1.36939 -0.2 -0.5 0.1 -0.2999
C 2.34887 -2.36037 -2.59994 -0.1 0.2 0.0 -0.1464
C 3.71345 -1.67360 -2.62665 0.0 -0.4 0.0 -0.2008
C 4.48685 -1.95911 -1.34278 0.0 0.3 0.0 -0.2035
C 3.68959 -1.50928 -0.12287 0.0 -0.3 0.0 -0.2055
C 2.33368 -2.20706 -0.08678 -0.1 0.2 0.0 -0.1425
C -1.95051 2.39308 1.34068 0.2 -0.1 0.2 -0.0271
C -3.31846 2.58109 1.28178 -0.1 -0.2 0.0 -0.0211
H -5.56949 3.57382 2.25347 0.0 -0.1 0.0 0.0952
H -7.14628 3.00771 1.83380 0.1 0.0 0.0 0.1132
H -4.34718 -0.55973 1.96755 -0.1 -0.1 0.0 0.1254
H -1.88182 -0.90613 2.10891 0.0 -0.1 0.0 0.1204
H -0.19546 1.59740 -2.45347 0.0 0.0 0.0 0.0859
H -1.36531 1.60076 -1.10920 0.1 -0.2 -0.1 0.0746
H 1.81793 0.09360 -1.75225 -0.2 0.1 0.1 0.1180
H 0.60388 -2.54386 -1.32983 0.2 0.1 0.0 0.1466
H 2.49380 -3.44158 -2.57456 0.0 -0.1 0.0 0.1196
H 1.78659 -2.11901 -3.50488 0.0 -0.1 0.0 0.1154
H 3.59340 -0.59372 -2.74545 0.0 0.1 -0.1 0.1050
H 4.27810 -2.03184 -3.48992 0.0 0.1 -0.1 0.1093
H 5.44968 -1.44582 -1.36857 0.1 -0.1 0.0 0.1086
H 4.68069 -3.03190 -1.27156 0.1 -0.1 0.0 0.1139
H 3.55087 -0.42661 -0.13903 0.0 0.0 0.0 0.0881
H 4.23669 -1.74598 0.79032 0.0 0.1 0.1 0.1132
H 2.47981 -3.28346 0.02012 0.0 -0.1 0.0 0.1205
H 1.76007 -1.86603 0.77620 -0.1 -0.1 0.0 0.0961
H -1.27868 3.21959 1.15988 0.0 0.0 0.0 0.1021
H -3.70286 3.55618 1.02123 0.0 0.1 0.0 0.1132

16
Properties=species:S:1:pos:R:3:forces:R:3:lowdin_charge:R:1 method="wB97M-V/def2-TZVPD" e_homo_ev=-9.6 smiles="[H]/N=C/OCCOC" orbital_gap_ev=10.670
H 2.10096 -1.06222 2.03031 0.1 0.0 0.0 0.0535
N 1.63828 -0.90930 1.14038 0.3 0.2 -0.1 0.1315
C 2.35216 -0.20502 0.37418 -0.1 -0.1 0.2 -0.3159
O 1.96189 0.16378 -0.85592 0.0 0.1 0.2 -0.0749
C 0.67360 -0.28373 -1.29965 -0.2 -0.1 -0.1 -0.1535
C -0.52722 0.44791 -0.69145 0.1 0.1 -0.2 -0.2191
O -1.13090 -0.32551 0.31271 0.0 -0.1 0.0 -0.2046
C -2.31437 0.23328 0.81831 -0.2 0.1 0.1 -0.1215
H 3.35110 0.19721 0.57733 -0.2 -0.1 0.0 0.1313
H 0.71445 -0.08157 -2.37167 -0.1 -0.1 0.1 0.1225
H 0.56130 -1.35980 -1.12842 0.0 0.2 0.0 0.1277
H -0.20181 1.43355 -0.31392 -0.1 -0.2 0.0 0.1341
H -1.25615 0.63538 -1.50112 0.1 0.0 0.1 0.1234
H -2.15016 1.22725 1.26600 0.0 -0.1 -0.1 0.0889
H -3.09412 0.32804 0.04225 0.2 0.0 0.1 0.0874
H -2.67902 -0.43924 1.60068 0.1 0.1 -0.2 0.0893

33
Properties=species:S:1:pos:R:3:forces:R:3:lowdin_charge:R:1 method="wB97M-V/def2-TZVPD" spin_multiplicity=4 e_homo_ev="-17.5 / -17.5" total_charge=+3 s_squared=3.76 orbital_gap_ev="5.027 / 3.451"
C 2.90225 -2.48156 0.31810 -0.3 -0.7 -0.8 0.0014
C 3.83595 -1.32369 -0.30762 1.1 -0.5 0.6 -0.1418
O 3.19415 -0.53207 -1.31732 0.1 0.2 1.8 0.0941
C 2.97247 0.84572 -0.92680 1.2 2.0 0.5 -0.0821
C 1.78029 1.03283 0.13182 -1.3 0.0 0.0 -0.1391
C 0.37189 1.44035 -0.53006 0.0 -0.1 1.3 -0.1282
C -0.70421 1.55432 0.69112 0.5 0.8 -1.4 -0.3507
C -2.22103 1.51477 0.20002 0.2 0.8 0.7 -0.2827
Si -3.23208 0.06052 0.96655 -1.7 0.3 -1.1 0.6836
C -4.23849 -0.94062 -0.30375 -0.3 -0.6 -1.1 -0.2438
C -3.46951 -1.23470 -1.65995 1.6 -0.9 -0.6 -0.2710
O -2.43947 -1.91891 -1.77256 -2.6 1.9 1.0 0.0045
H 3.52732 -2.98097 1.13399 -0.8 0.7 -1.3 0.1286
H 1.92280 -2.10781 0.74652 1.3 -0.1 -0.5 0.0728
H 2.64625 -3.20491 -0.52018 0.4 0.7 1.3 0.1189
H 4.69907 -1.87555 -0.83948 -1.3 0.5 0.3 0.2054
H 4.31477 -0.73033 0.52988 -0.9 -0.2 -1.2 0.1506
H 2.87846 1.53291 -1.83864 -0.3 -1.5 1.0 0.1796
H 3.93132 1.19931 -0.39784 -1.2 -0.7 -0.7 0.1705
H 2.01213 1.84548 0.90990 0.3 -1.0 -1.4 0.1386
H 1.60332 0.07707 0.72194 0.5 0.9 -0.8 0.0912
H -0.01093 0.65755 -1.26636 0.6 1.1 0.9 0.1511
H 0.44402 2.47856 -0.98325 -0.2 -1.4 0.3 0.1533
H -0.51499 2.57113 1.22822 0.0 -1.3 -0.5 0.1241
H -0.42439 0.69327 1.42685 -0.4 0.3 -2.4 -0.0414
H -2.34334 1.49668 -0.93061 0.6 0.0 1.4 0.1137
H -2.71404 2.48728 0.55815 0.6 -1.4 -0.6 0.1068
H -2.35574 -0.78628 1.83181 0.8 0.1 0.3 -0.0398
H -4.20396 0.67081 1.90573 0.3 0.0 0.2 -0.0105
H -4.53854 -1.94262 0.14533 0.4 1.2 -0.5 0.1136
H -5.20639 -0.38695 -0.57214 1.4 -0.6 0.6 0.1121
H -3.89404 -0.76535 -2.61577 0.2 -0.5 1.2 0.1466
Er -0.52531 1.05378 3.33643 -0.7 0.2 1.5 1.6700

114
Properties=species:S:1:pos:R:3:forces:R:3:lowdin_charge:R:1 method="wB97M-V/def2-TZVPD" e_homo_ev=-11.9 total_charge=+1 orbital_gap_ev=7.904
C 3.61716 4.97128 1.87350 -0.1 0.8 0.3 -0.1024
C 3.44478 3.96563 3.09897 1.0 0.1 -1.7 -0.1994
C 3.94998 2.51857 2.61981 -0.5 0.7 1.2 -0.1437
C 2.89009 1.36420 2.96300 2.8 0.0 1.7 -0.1838
N 2.31471 0.61628 1.85259 -0.8 -0.2 -1.0 0.0288
C 1.41375 1.26070 0.88468 0.4 2.0 1.6 -0.2117
B 0.63138 2.48751 1.67405 -1.2 1.3 0.5 -0.5433
O 0.56428 3.78874 1.14024 -0.6 -1.9 0.0 0.1441
O -0.05483 2.31549 2.88617 0.9 -0.6 -1.2 0.1473
O 2.25572 2.03223 0.01693 -0.8 -1.0 -1.6 0.0190
C 2.72717 1.56465 -1.18864 0.6 2.4 0.0 -0.2576
F 4.13591 1.42141 -1.04947 -1.6 -0.8 -0.3 0.0205
C 2.04276 0.27929 -1.86004 1.7 -0.3 0.5 -0.2050
C 3.04600 -0.92223 -1.88414 1.3 -1.4 -0.2 -0.1752
C 3.81180 -1.50326 -0.65244 1.3 -1.8 -0.1 -0.1997
C 4.95393 -2.45541 -1.29602 -0.5 -0.2 0.1 -0.0649
S 2.21735 0.82966 -3.66475 4.2 6.3 -2.2 0.8621
O 1.51727 2.04743 -4.10021 -2.9 -2.4 1.3 -0.2392
O 3.60267 1.33932 -3.84525 -0.9 -3.2 1.6 -0.2479
C 2.18448 -0.43664 -5.00775 0.6 -1.7 -4.8 -0.5653
F 2.66579 0.25350 -6.10208 -0.7 -0.2 2.0 0.1237
F 0.97844 -0.89094 -5.43941 0.9 0.3 1.6 0.1238
F 3.03055 -1.49036 -4.90087 -1.2 1.1 1.1 0.1446
N 0.59196 0.06664 -1.38516 -0.6 0.7 -0.5 0.0211
C 0.13760 -1.24983 -1.93903 0.5 -3.3 -1.7 -0.3997
S -1.57575 -1.85819 -1.86341 -1.5 0.5 0.0 0.9340
C -1.56713 -3.65049 -1.38411 2.5 -0.6 0.6 -0.4537
C -0.50369 -4.50147 -2.22498 -0.7 -0.1 0.6 -0.1257
B -0.33686 1.18988 -1.96401 -2.2 3.5 -0.9 -0.5855
O -0.16821 2.54961 -1.54680 1.0 -2.0 0.3 0.1266
N -1.51579 1.05356 -2.78075 1.1 -0.1 -0.2 -0.0752
C -2.43942 2.20235 -2.76506 -0.8 1.7 -0.4 -0.0583
C -1.38303 0.62080 -4.18348 -1.6 -1.7 -1.2 -0.0808
C 0.40213 0.19948 0.15809 2.6 -1.8 2.0 -0.1699
C -1.00441 0.15574 0.75613 -2.5 0.4 1.5 -0.2003
C -2.12920 1.23697 0.55719 -0.5 -0.6 -1.8 -0.4157
S -3.35727 1.16493 1.94530 -0.5 -0.4 -0.5 1.0233
C -4.63807 0.05691 1.29027 -0.4 0.5 -0.3 -0.5642
N -5.98133 0.13750 1.33597 3.8 -0.9 -0.6 0.0731
N -6.35585 -0.96881 0.62962 -0.3 -2.4 -1.3 0.0195
C -5.32936 -1.68289 0.17782 -1.1 3.0 1.8 -0.0906
O -4.17970 -1.02999 0.60073 -0.6 -0.2 -0.1 -0.0355
N 1.06755 -1.05514 0.63457 -1.0 -1.3 -0.4 0.0817
C 0.54024 -1.91861 1.29433 -2.0 -0.4 1.1 -0.6530
S -0.42149 -2.86142 2.21489 2.1 1.2 -1.4 0.8137
H 4.07285 5.94814 2.20541 -0.5 -1.0 -0.2 0.0753
H 2.65058 5.23698 1.37939 0.7 -0.4 0.4 0.0560
H 4.30043 4.57611 1.07859 -0.5 0.2 0.8 0.0649
H 4.11864 4.34750 3.90081 -0.7 -0.5 -0.4 0.1072
H 2.40054 3.93398 3.48672 0.9 0.1 -0.4 0.0697
H 4.90668 2.35843 3.19388 -1.0 -0.3 -0.6 0.1166
H 4.25479 2.51336 1.54445 -0.5 0.0 0.9 0.0801
H 2.21796 1.65387 3.81854 0.2 -0.1 -1.3 0.1236
H 3.56379 0.61241 3.48329 -1.0 0.4 -0.6 0.1315
H 3.12319 0.32601 1.28690 -0.5 -0.4 0.5 0.1127
H -0.37719 4.05785 1.16645 0.6 0.2 0.3 0.1015
H 0.10775 1.43504 3.26809 -0.2 0.4 0.0 0.1092
H 2.64912 2.48236 -1.84536 0.1 -1.3 0.2 0.1724
H 3.93006 -0.64657 -2.53583 -1.3 0.5 0.6 0.1254
H 2.68826 -1.84122 -2.43640 -0.3 1.2 0.6 0.1261
H 3.24166 -2.24694 -0.04081 0.2 1.4 -0.4 0.0673
H 4.41637 -0.79542 -0.04109 -1.1 -0.2 -0.3 0.1080
H 5.96532 -1.98289 -1.22441 -0.9 -0.4 -0.3 0.0894
H 4.67174 -2.69342 -2.35983 0.6 0.2 0.9 0.0797
H 4.98807 -3.44279 -0.75916 0.0 1.1 -0.4 0.0734
H 0.70453 -2.15730 -1.58668 0.0 1.5 0.1 0.1057
H 0.37566 -1.23463 -3.04402 -0.1 0.5 1.1 0.0841
H -1.21916 -3.68345 -0.31933 -0.8 -0.1 -0.8 0.0172
H -2.58172 -4.10398 -1.46310 0.6 1.0 -0.1 0.0902
H -1.00138 -5.45776 -2.53484 0.6 0.9 0.0 0.0813
H -0.15182 -3.90681 -3.10514 -0.2 -0.8 0.6 0.0639
H 0.35036 -4.80967 -1.56342 -0.6 0.5 -0.7 0.0796
H 0.57387 2.97294 -2.01129 -0.2 0.0 0.3 0.1226
H -2.72429 2.58646 -1.76025 0.5 -0.6 -0.6 0.0699
H -2.00449 3.07792 -3.33535 -0.3 -0.8 0.6 0.1242
H -3.41895 1.99368 -3.28317 1.1 -0.4 0.5 0.1201
H -1.15360 -0.47979 -4.25999 0.1 1.2 0.0 0.0685
H -0.74402 1.24980 -4.84980 -0.1 -0.4 0.9 0.0997
H -2.41088 0.68085 -4.64969 1.0 -0.1 0.6 0.1118
H -0.90625 0.14255 1.88569 0.7 0.0 -1.3 0.1086
H -1.61142 -0.78472 0.61757 1.4 0.6 -0.4 0.0754
H -2.72807 0.92303 -0.34729 0.6 0.4 0.8 0.0819
H -1.79785 2.27629 0.33067 -0.3 -0.7 0.7 0.0585
H -5.31564 -2.60448 -0.43106 0.1 0.9 0.6 0.1473
O -2.36594 4.52097 -0.27379 0.6 0.2 0.1 -0.0432
H -2.15545 5.41678 0.02257 -0.2 0.0 -0.1 0.0795
H -1.71833 4.34541 -0.96995 -0.1 -0.1 0.0 0.0380
O -1.28708 -6.47057 1.98801 0.3 0.0 0.1 -0.0680
H -0.64942 -6.86740 2.59328 -0.1 -0.1 -0.1 0.0583
H -1.44141 -5.59008 2.35180 -0.2 -0.1 -0.1 -0.0115
O 1.38962 4.21822 5.74160 -0.2 -0.2 0.0 -0.0561
H 0.80557 3.98339 5.01038 0.0 0.1 0.1 0.0135
H 0.80769 4.24186 6.51018 0.1 0.0 0.0 0.0442
O -3.67816 -5.10507 1.62724 -0.1 0.0 0.0 -0.0727
H -3.36793 -5.99439 1.41091 0.0 0.0 0.0 0.0239
H -4.41839 -5.25447 2.22702 0.0 0.1 0.0 0.0499
O -4.62566 4.37226 1.62990 0.4 0.1 -0.1 -0.0690
H -3.87872 4.37806 1.01388 -0.3 -0.1 0.0 -0.0234
H -4.22083 4.18796 2.48462 -0.2 0.0 0.0 0.0229
O 3.21261 -4.50074 0.94610 -0.1 0.1 0.0 -0.0494
H 2.56854 -3.79735 1.07569 0.0 -0.1 0.1 -0.0124
H 3.45203 -4.77468 1.83949 0.0 0.0 -0.1 0.0551
O -1.43698 -8.09278 -0.96973 0.0 0.2 0.2 -0.0654
H -1.76474 -8.83497 -0.44973 0.0 0.0 -0.1 0.0388
H -1.07535 -7.48724 -0.30997 -0.1 -0.1 0.0 0.0021
O -8.04551 1.99818 3.02570 0.1 -0.2 0.1 -0.0697
H -7.55102 1.39186 2.46024 0.0 0.1 -0.1 -0.0198
H -8.44803 1.42613 3.68860 -0.1 0.1 -0.1 0.0311
O -9.53651 -1.80141 2.17573 0.2 -0.1 0.0 -0.0658
H -9.82598 -2.42836 1.50411 0.0 0.1 0.1 0.0326
H -8.62286 -1.60514 1.93407 -0.1 0.1 -0.1 -0.0028
O 6.78048 1.86286 0.01799 -0.1 0.1 -0.1 -0.0564
H 7.20893 2.68700 -0.23953 0.1 -0.1 0.1 0.0440
H 5.96930 1.84530 -0.50255 0.2 0.0 0.1 -0.0082

18
Properties=species:S:1:pos:R:3:forces:R:3:lowdin_charge:R:1 method="wB97M-V/def2-TZVPD" e_homo_ev=-8.5 smiles="Cc1ccco1.FC=C(F)F" orbital_gap_ev=9.392
C -0.23600 1.82084 -0.53256 2.4 -0.4 2.1 0.0039
C 0.46885 0.49804 -0.09252 -1.9 1.0 -0.7 -0.3050
C 0.93731 -0.63656 -0.67980 0.2 1.3 -1.8 -0.0623
C 1.13775 -1.58381 0.34245 -0.9 1.6 1.3 -0.0585
C 0.71775 -0.96048 1.50456 0.7 -1.2 0.3 -0.1370
O 0.33663 0.27090 1.23749 -0.5 1.5 -0.6 -0.0097
H -1.08121 1.73152 -1.19466 -0.4 -0.2 0.3 0.0558
H 0.52073 2.41320 -1.02435 0.1 0.3 -0.5 0.0597
H -0.36670 2.37526 0.45745 -0.6 -0.7 -1.5 0.1099
H 1.11957 -0.71161 -1.78419 -0.2 -0.2 1.4 0.1348
H 1.51024 -2.52023 0.13885 0.7 -2.0 0.2 0.0741
H 0.62964 -1.07326 2.58700 0.4 -1.1 -0.5 0.1299
F -1.95780 -1.69006 -1.03118 -0.9 0.8 0.6 0.0124
C -2.52999 -1.22059 0.13239 0.9 1.4 -3.6 -0.0238
C -3.00193 0.00450 0.25543 0.0 -0.7 -1.2 -0.3782
F -3.23100 0.85585 -0.73897 0.3 -0.2 0.5 0.1367
F -3.40528 0.44251 1.40636 -0.5 0.7 0.8 0.1636
H -2.51513 -1.93972 0.83069 0.1 -2.0 2.8 0.0938